Record 1
DFT (ωB97M-V/def2-TZVPD) results for the ion C12H17FN4O3P with charge +1.

The SMILES is NNC1=[N+](CC(=O)O)[C@](Cc2ccccc2)([PH2]=O)[C@@H](F)N1. The calculation puts the HOMO energy at -0.4330 Ha. As for the net charge: +1.

Atoms and positions in Å:
1 N 0.441380 -0.291557 4.586732
2 N -0.273065 -0.938163 3.571048
3 C -0.361533 -0.412119 2.388304
4 N -1.030133 -0.971020 1.251442
5 C -2.489079 -0.767270 1.118175
6 C -2.978811 0.710341 1.268724
7 O -3.649610 1.168733 0.382117
8 O -2.732831 1.507255 2.373996
9 C -0.154269 -0.629538 0.112084
10 C -0.577368 -1.006699 -1.363779
11 C 0.277108 -0.095393 -2.327091
12 C 1.649244 -0.459839 -2.680000
13 C 2.474941 0.375305 -3.528809
14 C 1.893499 1.616249 -4.032393
15 C 0.522754 1.996485 -3.722378
16 C -0.286136 1.145114 -2.870212
17 P 1.348789 -1.779996 0.404491
18 O 2.667772 -1.057972 0.344289
19 C 0.347532 0.805098 0.448846
20 F -0.413835 1.921312 0.052556
21 N 0.211589 0.809563 1.942860
22 H 0.849875 -1.039763 5.163999
23 H 1.257409 0.200489 4.202119
24 H -0.736868 -1.835784 3.738336
25 H -2.891390 -1.145597 0.143885
26 H -3.006485 -1.376434 1.911432
27 H -2.281321 2.318821 2.063989
28 H -0.387506 -2.086992 -1.610486
29 H -1.656133 -0.820938 -1.585665
30 H 2.042566 -1.404846 -2.242336
31 H 3.516927 0.058476 -3.771084
32 H 2.525673 2.278813 -4.658026
33 H 0.050823 2.941260 -4.083533
34 H -1.336368 1.380690 -2.571471
35 H 1.271265 -2.442550 1.669392
36 H 1.368141 -2.811096 -0.587055
37 H 1.386461 1.097219 0.171614
38 H 1.131106 1.051650 2.329157

Forces on the atoms, in the same order (eV/Å):
N 0.552 -0.592 0.875
N 0.043 0.329 -1.347
C -0.445 2.074 -2.912
N -0.396 -0.487 1.013
C -0.997 -0.039 1.503
C -1.084 1.214 -1.288
O 0.486 -0.552 0.108
O 1.299 -1.474 -0.222
C 0.550 -0.748 -0.556
C 0.098 1.148 -0.776
C 1.003 1.089 -1.384
C -1.016 1.046 -0.165
C -2.221 0.622 0.583
C -0.681 -1.036 0.882
C 0.353 -1.546 1.004
C 1.667 -1.187 0.104
P 3.098 0.776 -0.530
O -1.283 -0.185 0.345
C -0.128 1.409 0.689
F -0.064 -1.458 -0.115
N 1.411 -2.481 0.746
H -0.338 0.447 -0.063
H -0.490 -0.215 -0.076
H 0.231 0.525 0.185
H 0.744 0.476 0.889
H 0.504 0.531 -0.647
H -0.618 -0.276 0.080
H -0.193 1.022 0.504
H 0.809 0.032 0.396
H -0.087 0.869 -0.644
H -1.097 0.455 0.208
H -0.621 -0.520 0.468
H 0.746 -0.940 0.184
H 1.050 0.068 -0.517
H -0.780 0.099 -0.433
H -0.799 0.210 0.548
H -0.692 -0.899 0.074
H -0.613 0.193 0.287

=====

Record 2
DFT (ωB97M-V/def2-TZVPD) results for a structure of composition C3H5NaO3.

The relative energy (zero: lowest compared OMol25 entry of this formula, charge and spin) is 231.0 kJ/mol. The calculation puts the HOMO energy (alpha / beta) at -0.4520 / -0.4872 Ha. As for the net charge: +1. Its spin multiplicity is 2.

Atoms and positions in Å:
1 H 1.689909 0.824180 -1.915143
2 C 0.128941 0.306531 -1.600111
3 C -0.833752 -0.190837 -0.583366
4 O -0.167145 -0.151876 0.695058
5 C -0.865543 0.132843 1.779544
6 O -0.011713 0.002815 2.758329
7 H -0.189771 0.453913 -2.633309
8 H -1.121150 -1.239639 -0.761834
9 H -1.740113 0.423035 -0.549378
10 H -0.466985 0.071592 3.606839
11 Na 2.152788 -0.563500 0.601009
12 O 1.424535 -0.069056 -1.397637

Forces on the atoms, in the same order (eV/Å):
H 0.936 -3.101 1.491
C -2.435 -0.594 0.397
C -0.434 0.078 -0.160
O 0.738 -0.152 -0.119
C -0.979 0.018 -0.159
O 0.661 -0.296 0.214
H 0.042 0.039 0.272
H 0.029 0.174 0.066
H 0.146 -0.147 -0.009
H -0.121 0.253 -0.026
Na -0.003 -0.095 0.480
O 1.419 3.822 -2.446

=====

Record 3
DFT (ωB97M-V/def2-TZVPD) results for a cluster of 2 separate species, C8H20O2 in total.

The relative energy (zero: lowest compared OMol25 entry of this formula, charge and spin) is 126.7 kJ/mol. The SMILES is CC[C@H](C)O.CC[C@H](C)O. The calculation puts the HOMO energy at -0.3533 Ha.

Atoms and positions in Å:
1 C 0.000000 0.000000 0.000000
2 C -0.616920 -1.076930 0.988220
3 C -1.797939 -0.678720 1.842029
4 C -2.833919 0.030540 0.959060
5 O -1.313290 0.338580 2.742519
6 H 0.916730 -0.377910 -0.483120
7 H 0.244260 0.931260 0.538230
8 H -0.741200 0.230610 -0.783610
9 H -1.009940 -1.946679 0.427390
10 H 0.184000 -1.443019 1.659009
11 H -2.321469 -1.481389 2.400169
12 H -3.176629 -0.764120 0.275190
13 H -2.627529 0.938590 0.367910
14 H -3.643799 0.252780 1.674119
15 H -0.782300 -0.097080 3.441559
16 C -3.601359 5.600898 3.487819
17 C -2.375089 5.383598 2.592049
18 C -1.735759 3.953628 2.740779
19 C -0.586640 3.957289 1.822649
20 O -2.583289 2.896999 2.240589
21 H -3.187319 5.415498 4.493208
22 H -4.385228 4.851498 3.286459
23 H -4.061598 6.603228 3.476228
24 H -2.640929 5.507477 1.524609
25 H -1.661289 6.187308 2.856599
26 H -1.340820 3.708489 3.747658
27 H 0.189210 4.659638 2.171059
28 H -0.887850 4.244268 0.801120
29 H -0.154110 2.943159 1.790079
30 H -2.224599 2.010609 2.455199

Forces on the atoms, in the same order (eV/Å):
C -0.881 -0.510 0.705
C 0.731 -1.074 -0.560
C 0.630 2.524 -1.062
C -1.308 -1.079 0.649
O 0.091 -0.509 1.270
H -0.441 0.026 0.292
H -0.124 -0.397 -0.198
H 0.421 -0.002 0.246
H 0.652 0.187 -0.128
H -0.236 -0.016 -0.339
H 0.602 0.169 -0.396
H -0.235 0.444 0.048
H 0.589 -0.491 0.633
H -0.118 0.164 -0.664
H -0.421 0.489 -0.581
C 0.208 -0.623 0.479
C -0.964 -0.422 0.156
C -0.302 0.201 -0.557
C 2.067 -0.082 -0.829
O -0.815 0.535 0.671
H -0.675 0.152 0.012
H 0.319 0.284 0.100
H 0.406 -0.340 -0.218
H 0.197 -0.097 0.414
H 0.093 -0.700 -0.258
H -0.694 0.366 -0.093
H -0.091 -0.209 -0.222
H 0.091 -0.162 0.380
H 0.050 0.387 -0.104
H 0.157 0.784 0.153

=====

Record 4
DFT (ωB97M-V/def2-TZVPD) results for the ion C4H10NO3 with charge +1.

The relative energy (zero: lowest compared OMol25 entry of this formula, charge and spin) is 70.5 kJ/mol. The SMILES is [NH3+][C@H](CO)CC(=O)O. The calculation puts the HOMO energy at -0.5409 Ha. As for the net charge: +1.

Atoms and positions in Å:
1 N 0.842039 -0.404609 -1.157178
2 C -0.266478 0.325050 -0.292447
3 C 0.086742 1.814792 -0.213260
4 O 1.383820 2.038991 -0.833212
5 C -0.455440 -0.234651 1.087752
6 C -1.144629 -1.586423 0.947048
7 O -2.323190 -1.707104 1.056215
8 O -0.303267 -2.487764 0.358405
9 H 0.513447 -0.446345 -2.129152
10 H 0.876701 -1.367787 -0.778891
11 H 1.704828 0.120187 -1.038427
12 H -1.123322 0.080798 -0.940578
13 H 0.067144 2.191808 0.830627
14 H -0.661432 2.427895 -0.702998
15 H 1.823191 2.535171 -0.124032
16 H -0.897251 0.479928 1.785035
17 H 0.524772 -0.392390 1.586775
18 H -0.647672 -3.387550 0.558320

Forces on the atoms, in the same order (eV/Å):
N -1.504 -0.433 1.496
C 0.153 -0.016 -1.499
C 0.236 0.699 -0.411
O -0.751 0.276 1.603
C 1.710 -1.376 0.942
C -0.726 1.659 -0.587
O 0.161 -0.826 0.477
O -0.176 -0.828 1.005
H 0.517 0.182 0.281
H 0.286 0.259 -0.328
H 0.354 0.161 -0.323
H -0.163 0.685 0.628
H 0.305 -0.564 -0.477
H -0.126 -0.068 -0.425
H 0.541 0.018 -0.780
H -0.817 -0.287 -0.538
H -0.136 0.011 -0.495
H 0.135 0.450 -0.568

=====

Record 5
DFT (ωB97M-V/def2-TZVPD) results for an isolated molecule of CH3NO4S.

The relative energy (zero: lowest compared OMol25 entry of this formula, charge and spin) is 217.4 kJ/mol. The calculation puts the HOMO energy (alpha / beta) at -0.3868 / -0.3867 Ha.

Atoms and positions in Å:
1 C 2.282272 0.643074 -0.303374
2 N -0.005137 0.480709 0.367522
3 O 3.399332 0.325504 -0.245825
4 O -1.523606 -1.870643 -0.073496
5 O -2.240279 0.977042 -0.247713
6 O 1.307378 -0.044065 0.320634
7 S -1.254365 0.103183 -0.725155
8 H 1.903826 1.659346 -0.564726
9 H 0.083310 1.442514 0.333822
10 H -0.682993 -2.006167 0.368327

Forces on the atoms, in the same order (eV/Å):
C -1.683 2.592 0.817
N 0.914 -1.647 0.544
O 1.774 -0.978 -0.464
O 0.112 3.654 -1.195
O -1.951 1.405 1.051
O -1.217 -2.159 0.117
S 1.576 -5.205 -0.809
H 0.179 -0.277 -0.702
H -0.100 2.760 0.284
H 0.396 -0.144 0.357

=====

Record 6
DFT (ωB97M-V/def2-TZVPD) results for an isolated molecule of C19H22N2O3S.

The relative energy (zero: lowest compared OMol25 entry of this formula, charge and spin) is 184.2 kJ/mol. The SMILES is COc1cc(SC)ccc1C(=O)N1CCN(c2ccc(O)cc2)CC1. The calculation puts the HOMO energy at -0.2779 Ha.

Atoms and positions in Å:
1 C 1.512979 2.678258 -0.929052
2 O 1.595755 1.292521 -0.693379
3 C 1.913497 0.473932 -1.734300
4 C 2.061796 0.893915 -3.045304
5 C 2.381182 -0.021307 -4.046943
6 S 2.525809 0.654059 -5.672598
7 C 3.044145 -0.755627 -6.690405
8 C 2.560206 -1.359911 -3.740487
9 C 2.419847 -1.774337 -2.425995
10 C 2.085149 -0.884856 -1.421963
11 C 2.030879 -1.341539 0.006525
12 O 3.046884 -1.590797 0.628022
13 N 0.798320 -1.496937 0.537152
14 C -0.452841 -1.198166 -0.109499
15 C -1.156660 -0.036327 0.604638
16 N -1.330637 -0.386462 1.997147
17 C -2.332017 0.243128 2.740970
18 C -3.018862 1.371193 2.288705
19 C -4.048454 1.923474 3.024683
20 C -4.416546 1.372028 4.244680
21 O -5.435366 1.951949 4.944989
22 C -3.738472 0.251921 4.708834
23 C -2.718727 -0.306124 3.965217
24 C -0.051998 -0.636553 2.635928
25 C 0.642026 -1.807254 1.940657
26 H 0.697006 2.920617 -1.618133
27 H 1.312383 3.131003 0.041116
28 H 2.452928 3.074043 -1.324106
29 H 1.939666 1.928206 -3.323948
30 H 3.982854 -1.154548 -6.317439
31 H 2.266877 -1.514284 -6.700901
32 H 3.183460 -0.357848 -7.690918
33 H 2.812066 -2.083318 -4.497607
34 H 2.572730 -2.812875 -2.174039
35 H -0.283578 -0.951667 -1.157784
36 H -1.092783 -2.087539 -0.050916
37 H -2.135138 0.113969 0.146294
38 H -0.548479 0.873028 0.481166
39 H -2.746297 1.839698 1.356256
40 H -4.574246 2.795275 2.668839
41 H -5.581362 1.463644 5.763564
42 H -4.018587 -0.193145 5.655075
43 H -2.225857 -1.192129 4.335308
44 H -0.199625 -0.862343 3.690675
45 H 0.597935 0.251081 2.556865
46 H 1.634897 -1.977458 2.359572
47 H 0.035258 -2.713592 2.042840

Forces on the atoms, in the same order (eV/Å):
C -0.044 0.267 -0.033
O 0.126 -0.419 -0.071
C 0.011 -0.283 -0.083
C -0.040 0.141 0.090
C 0.067 -0.139 -0.282
S 0.052 -0.037 -0.164
C -0.181 0.303 0.485
C 0.006 0.058 -0.102
C -0.099 0.166 0.245
C 0.199 0.258 -0.030
C -0.001 -0.081 -0.160
O 0.293 0.007 0.027
N -0.209 -0.117 0.203
C -0.286 0.361 -0.209
C -0.040 -0.230 -0.146
N 0.115 -0.247 -0.226
C -0.285 0.156 0.160
C 0.231 -0.159 0.005
C -0.313 0.008 0.400
C 0.223 -0.101 -0.187
O -0.153 0.076 0.107
C -0.073 0.143 0.034
C 0.038 0.108 -0.065
C 0.146 -0.247 -0.001
C 0.254 0.117 0.394
H 0.045 -0.010 0.023
H 0.006 0.005 -0.092
H -0.030 -0.028 0.003
H -0.029 0.164 0.066
H 0.054 -0.103 -0.065
H 0.030 -0.109 -0.069
H 0.009 0.009 -0.049
H 0.024 -0.045 -0.097
H 0.032 -0.110 0.055
H -0.043 -0.047 0.081
H 0.001 0.097 -0.059
H 0.035 0.026 0.001
H -0.098 -0.007 -0.025
H 0.048 0.018 -0.101
H -0.062 0.110 -0.054
H 0.031 0.056 -0.112
H -0.024 -0.045 0.072
H 0.033 -0.108 -0.001
H 0.027 0.013 -0.043
H -0.004 -0.028 0.072
H -0.145 -0.017 -0.032
H 0.023 0.050 0.036

=====

Total energy? In order: -1353.09392, -504.99780, -467.25561, -438.63554, -793.65182, -1470.63391 Eh.
Max |F|? In order: 3.6, 4.8, 2.8, 2.4, 5.5, 0.6 eV/Å.